This record from OMol25 describes C7H12NO2Si as an isolated structure. The level of theory is wB97M-V/def2-TZVPD.

```
! RIJCOSX wB97M-V def2-TZVPD def2/J DEFGRID3
* xyz 1 1
C 3.921 0.106 -0.093
C 3.478 -1.153 0.097
C 2.953 1.136 -0.041
C 2.091 -1.453 0.179
C 1.616 0.863 0.118
C 1.133 -0.460 0.131
C -2.150 0.652 1.010
N -3.369 0.220 0.536
O -1.365 -0.064 -1.849
O -1.151 -2.136 0.062
Si -0.697 -0.639 0.251
H 4.934 0.272 -0.309
H 4.166 -1.963 0.122
H 3.244 2.221 0.206
H 1.760 -2.414 0.249
H 0.852 1.596 0.402
H -2.043 0.680 2.028
H -1.877 1.550 0.619
H -1.978 -0.357 -2.523
H -4.057 0.956 0.416
H -3.755 -0.657 0.925
H -0.694 0.483 -2.216
H -2.021 -2.377 -0.165
*
```

The strongest force on any atom comes out at 0.084 hartree/bohr. Its HOMO energy is -12.88 eV. The calculation puts the gap between HOMO and LUMO at 9.264 eV.